[1]
{"formula": "BrH3P2", "method": "ωB97M-V/def2-TZVPD", "species": ["P", "P", "Br", "H", "H", "H"], "coordinates": [[-0.99934, -1.07208, -0.16745], [-1.39441, 0.89189, -0.38952], [2.90656, 0.13970, 0.11032], [1.90151, 0.20864, 1.08993], [-2.33417, -1.40981, 0.11485], [-0.08015, 1.24166, -0.75812]], "forces_ev_per_a": [[0.320, 0.305, -0.203], [-0.294, -0.274, 0.001], [0.266, -0.009, -0.260], [-0.272, 0.003, 0.260], [-0.296, -0.035, 0.167], [0.277, 0.010, 0.035]], "gap_ha": 0.31489, "molar_mass_g_mol": 144.9, "e_homo_ev": -9.567, "e_tot_ev": -88667.344, "total_charge": 0, "lumo_energy_ha": -0.0367, "e_above_lowest_kj_mol": 97.3}



[2]
{"formula": "BrH6O3Zn2", "method": "ωB97M-V/def2-TZVPD", "species": ["Zn", "Zn", "Br", "O", "H", "H", "O", "H", "H", "O", "H", "H"], "coordinates": [[0.31225, -2.23481, -1.94103], [3.12172, -0.73248, 1.74483], [1.12969, -0.70362, 0.29332], [-2.20435, -0.82333, 2.14268], [-1.47838, -1.10714, 1.57854], [-1.83096, -0.18331, 2.76926], [-0.82701, 2.24268, 1.28123], [-0.34771, 1.76107, 0.60237], [-0.30502, 3.03999, 1.46255], [0.58448, -0.67936, -3.11791], [0.85274, -0.71050, -4.06818], [0.99254, 0.13082, -2.74767]], "forces_ev_per_a": [[0.298, 0.979, 0.060], [-0.691, -0.066, -0.415], [0.578, -0.412, 0.278], [0.240, 0.050, -0.114], [-0.062, 0.003, 0.290], [-0.236, -0.014, -0.134], [0.423, -0.297, 0.296], [-0.105, 0.397, -0.211], [-0.275, -0.029, -0.079], [0.362, -0.386, -0.075], [-0.323, -0.103, 0.224], [-0.209, -0.120, -0.121]], "gap_ha": 0.11224, "molar_mass_g_mol": 264.7, "e_homo_ev": -19.877, "e_tot_ev": -173081.141, "total_charge": 3, "lumo_energy_ha": -0.6182, "e_above_lowest_kj_mol": 0.0}



[3]
{"formula": "BrH8O4", "method": "ωB97M-V/def2-TZVPD", "species": ["Br", "O", "H", "H", "O", "H", "H", "O", "H", "H", "O", "H", "H"], "coordinates": [[-1.76602, -1.72469, -0.99499], [1.27402, 0.12271, 3.50510], [0.57634, -0.02491, 4.14360], [0.87441, -0.08538, 2.66056], [-2.13539, 2.36453, -4.72387], [-2.34964, 1.43627, -4.63079], [-2.39101, 2.75480, -3.88806], [0.36855, 3.01411, -0.57634], [0.21057, 2.07006, -0.58221], [-0.03707, 3.32027, 0.23483], [2.12747, -4.56337, 1.75196], [1.26377, -4.60305, 2.16267], [1.98401, -4.08133, 0.93753]], "forces_ev_per_a": [[0.099, 0.108, 0.089], [0.252, 0.156, 0.171], [-0.166, -0.057, 0.116], [-0.119, -0.121, -0.337], [-0.006, 0.236, -0.338], [0.019, -0.314, 0.119], [0.020, 0.035, 0.257], [0.163, 0.311, -0.108], [-0.119, -0.418, -0.106], [-0.096, 0.034, 0.177], [0.309, -0.199, 0.167], [-0.238, 0.046, 0.039], [-0.119, 0.183, -0.246]], "gap_ha": 0.26161, "molar_mass_g_mol": 152.0, "e_homo_ev": -3.990, "e_tot_ev": -78364.802, "total_charge": -1, "lumo_energy_ha": 0.1150, "e_above_lowest_kj_mol": 113.3}



[4]
{"formula": "BrH9Si5", "method": "ωB97M-V/def2-TZVPD", "species": ["Si", "Si", "Si", "Si", "Si", "Br", "H", "H", "H", "H", "H", "H", "H", "H", "H"], "coordinates": [[-1.12045, 1.34304, 0.92626], [-1.34601, -0.96785, 1.02914], [0.73507, 1.89291, -0.28268], [0.45930, -1.96902, -0.18590], [1.71635, -0.19741, -0.89627], [3.69160, -0.15856, 0.27973], [-2.01059, 1.79690, -0.15014], [-1.65744, 2.27232, 1.86786], [-1.20899, -1.56400, 2.53790], [-2.66459, -1.86443, 0.50944], [0.25943, 2.79831, -1.39304], [1.76292, 2.85301, 0.22114], [1.46339, -2.60983, 0.83711], [0.15746, -3.17748, -1.06306], [1.84683, -0.29286, -2.81686]], "forces_ev_per_a": [[-0.630, -0.051, -0.860], [-1.190, -3.016, 1.203], [1.029, 0.846, -0.751], [0.573, -1.470, 1.360], [0.776, 0.797, -3.120], [-0.656, -0.127, -0.615], [-0.377, -0.343, -0.544], [0.004, 0.305, 1.317], [-0.040, 0.881, -1.698], [1.552, 1.712, 0.573], [-0.130, -0.721, 0.055], [-0.001, -0.540, 0.439], [-0.913, 0.594, -0.626], [-0.066, 0.926, 0.104], [0.070, 0.207, 3.163]], "gap_ha": 0.33193, "molar_mass_g_mol": 229.4, "e_homo_ev": -9.660, "e_tot_ev": -109573.926, "total_charge": 0, "lumo_energy_ha": -0.0231, "e_above_lowest_kj_mol": 101.9}